42
Properties=species:S:1:pos:R:3:forces:R:3 method="wB97M-V/def2-TZVPD" gap_ev="6.08 / 6.08" lumo_ev="-2.23 / -2.18" multiplicity=2 e_above_lowest_kj_mol=66.2 e_tot_ha=-5456.1658 fmax_ha_per_bohr=0.0159
Ru -0.371 -0.030 -0.062 0.131 -0.706 0.387
C -1.687 3.827 3.256 0.002 -0.014 0.049
S -2.498 3.855 1.651 0.025 -0.092 -0.121
C -1.714 2.562 0.787 -0.049 0.000 -0.013
S -0.448 1.604 1.527 0.186 0.141 -0.507
N -2.111 2.414 -0.438 -0.218 0.352 0.222
N -1.463 1.409 -1.072 0.174 -0.229 0.157
C -1.522 1.342 -2.346 -0.299 0.332 -0.128
C -0.694 0.332 -2.951 0.177 -0.204 -0.226
C -0.670 0.045 -4.308 -0.096 0.104 0.141
C 0.174 -0.947 -4.767 0.061 -0.058 -0.004
C 0.978 -1.625 -3.863 -0.088 0.040 -0.016
C 0.909 -1.286 -2.527 0.171 -0.011 0.204
N 0.103 -0.318 -2.075 -0.009 0.109 0.171
H -2.284 4.488 3.884 0.029 0.001 -0.007
H -0.669 4.204 3.200 0.004 -0.016 -0.016
H -1.701 2.828 3.684 -0.022 -0.020 0.034
H -2.120 2.038 -2.920 -0.050 0.013 0.005
H -1.321 0.586 -4.979 -0.013 0.008 0.016
H 0.199 -1.199 -5.819 0.003 0.004 -0.006
H 1.642 -2.417 -4.177 -0.005 0.009 0.016
H 1.501 -1.797 -1.783 -0.002 0.001 0.055
F -4.347 -3.789 -0.839 0.016 -0.022 -0.077
C -4.016 -2.906 0.102 0.091 -0.010 0.031
F -5.084 -2.162 0.379 -0.042 0.067 0.000
F -3.666 -3.573 1.201 0.035 0.023 0.019
S -2.629 -1.846 -0.485 0.031 -0.388 -0.164
O -3.104 -1.211 -1.685 -0.188 0.012 -0.136
O -2.426 -0.928 0.647 0.079 0.375 0.049
O -1.495 -2.737 -0.650 -0.038 0.090 -0.094
F 5.883 0.940 3.179 0.067 0.034 0.028
C 4.758 0.380 2.750 -0.147 -0.062 -0.076
C 4.213 0.762 1.533 -0.012 -0.070 0.111
F 4.821 1.684 0.789 0.056 0.050 -0.007
C 3.042 0.173 1.093 -0.023 -0.238 0.172
F 2.570 0.553 -0.104 -0.040 0.031 -0.018
C 2.379 -0.798 1.838 0.199 0.106 0.049
Se 0.751 -1.638 1.304 -0.154 0.044 -0.035
C 2.961 -1.169 3.050 -0.128 0.141 -0.238
F 2.378 -2.099 3.804 0.008 -0.046 0.078
C 4.128 -0.593 3.513 0.049 0.089 -0.122
F 4.649 -0.963 4.680 0.030 0.012 0.016